{"formula": "C15H38INO7S4", "method": "the ωB97M-V functional and the def2-TZVPD basis", "mol_weight_g_mol": 599.64, "homo_energy_ev": -8.1624, "charge": 0, "orbital_gap_ev": 8.31, "lumo_energy_ev": 0.14, "symbols": ["C", "C", "C", "N", "C", "O", "O", "C", "C", "O", "C", "I", "H", "H", "H", "H", "H", "H", "H", "H", "H", "H", "H", "H", "H", "H", "C", "S", "O", "C", "H", "H", "H", "H", "H", "H", "C", "S", "O", "C", "H", "H", "H", "H", "H", "H", "C", "S", "O", "C", "H", "H", "H", "H", "H", "H", "C", "S", "O", "C", "H", "H", "H", "H", "H", "H"], "positions_angstrom": [[-2.73027, -4.15869, -1.45781], [-2.90169, -3.00520, -0.40126], [-4.16762, -3.14764, 0.51855], [-2.08478, -1.99995, -0.31273], [-2.35215, -1.00967, -1.36980], [-3.50439, -0.20978, -1.04152], [-1.25957, -0.22575, -1.73699], [-0.37032, 0.03916, -0.64624], [-1.02253, 0.89192, 0.51892], [-0.16260, 0.74014, 1.67646], [0.60427, 1.89482, 1.90501], [2.47404, 1.96255, 0.76809], [-1.71676, -4.17897, -1.90872], [-3.52179, -4.08812, -2.25223], [-2.90769, -5.12649, -0.92122], [-4.77038, -4.02899, 0.17351], [-3.86524, -3.27020, 1.58739], [-4.83342, -2.25398, 0.44083], [-2.64905, -1.58725, -2.29414], [-4.25936, -0.74902, -1.30143], [0.16498, -0.86666, -0.26596], [0.44416, 0.68592, -1.06712], [-2.04861, 0.56441, 0.78729], [-0.97368, 1.95825, 0.17406], [0.91524, 1.86026, 2.97872], [0.02117, 2.84357, 1.79737], [2.13207, -3.90889, 1.24462], [2.33532, -2.14108, 1.53960], [2.31878, -1.46501, 0.20861], [4.05346, -2.22941, 2.07815], [1.12601, -4.07709, 0.86045], [2.86278, -4.25057, 0.51000], [2.25656, -4.45226, 2.18228], [4.66570, -2.67467, 1.29226], [4.11817, -2.82412, 2.98997], [4.39967, -1.21701, 2.28177], [0.95298, 0.99133, -4.62539], [2.24278, 1.25037, -3.39187], [2.39683, 2.72318, -3.21198], [3.61073, 0.68871, -4.42549], [0.00427, 1.31723, -4.19975], [1.17014, 1.57668, -5.52054], [0.89186, -0.06920, -4.87257], [3.66319, 1.29219, -5.33287], [3.46593, -0.36223, -4.67930], [4.53406, 0.80132, -3.85927], [-5.10820, 3.50740, -2.64649], [-3.47737, 3.00314, -2.06146], [-3.16666, 3.82023, -0.85209], [-2.55591, 3.71307, -3.44103], [-5.84631, 3.19753, -1.90748], [-5.14498, 4.59175, -2.76251], [-5.32206, 3.01846, -3.59796], [-2.75186, 4.78428, -3.50810], [-2.85031, 3.21731, -4.36730], [-1.49399, 3.54786, -3.26224], [3.98138, 1.23416, 7.15994], [3.43102, -0.11128, 6.09289], [4.51466, -0.36401, 5.09846], [2.13947, 0.82731, 5.25451], [4.82220, 0.87703, 7.75347], [4.30015, 2.08337, 6.55407], [3.16864, 1.52836, 7.82523], [2.57203, 1.70295, 4.76753], [1.38337, 1.13414, 5.97874], [1.68146, 0.18281, 4.50409]], "atomic_forces_ev_per_a": [[-0.6, 0.3, 0.4], [0.5, 0.0, 0.1], [0.5, -0.8, -0.3], [-2.8, 0.1, -0.2], [0.6, -1.4, -1.8], [0.9, -0.3, 0.1], [-0.7, -0.3, 1.2], [0.9, 1.0, 0.6], [0.8, -0.4, -1.0], [0.0, 1.4, -0.4], [-0.5, -0.3, 1.7], [-0.4, 0.3, 0.2], [-0.7, 0.3, 0.3], [0.7, -0.1, 0.6], [0.1, 0.7, -0.5], [0.6, 0.6, 0.5], [-0.3, 0.1, -0.8], [0.9, -0.4, 0.0], [0.4, 0.7, 0.4], [0.0, 0.2, 0.1], [-0.9, 0.6, -0.3], [-0.7, -0.7, 0.1], [0.7, 0.3, -0.2], [-0.6, -0.8, 0.5], [0.0, -0.1, -1.0], [0.6, -0.8, -0.5], [0.0, -0.1, -0.1], [0.1, 0.2, -0.1], [0.1, -0.4, 0.2], [0.1, 0.0, -0.1], [0.0, 0.1, 0.0], [0.0, 0.1, 0.0], [0.0, 0.1, 0.0], [-0.1, 0.0, -0.1], [0.0, 0.1, 0.0], [-0.1, 0.0, 0.1], [0.0, 0.1, -0.2], [0.0, 0.1, 0.2], [0.0, -0.3, -0.2], [0.0, 0.0, -0.1], [0.1, 0.0, 0.1], [0.1, 0.0, 0.1], [0.0, 0.0, 0.1], [0.0, 0.0, 0.0], [0.0, 0.0, 0.1], [-0.1, 0.0, 0.1], [-0.1, 0.2, 0.0], [0.1, 0.0, 0.1], [-0.1, -0.1, -0.3], [0.0, 0.1, 0.0], [0.1, 0.0, 0.0], [0.1, 0.0, 0.0], [0.1, 0.0, 0.0], [0.0, 0.0, 0.1], [0.0, 0.0, 0.0], [0.0, 0.0, 0.1], [0.1, 0.1, 0.0], [0.1, 0.0, -0.1], [-0.2, 0.1, 0.2], [0.0, 0.1, -0.1], [0.0, -0.1, -0.1], [0.0, -0.1, -0.1], [0.0, -0.1, 0.0], [0.1, -0.1, 0.0], [0.0, -0.1, 0.0], [0.1, -0.1, 0.0]]}

***

{"formula": "C4H16BClCoN4O12", "method": "the ωB97M-V functional and the def2-TZVPD basis", "de_lowest_ev": 10.587, "spin_multiplicity": 4, "mol_weight_g_mol": 417.39, "homo_energy_ev": [-7.8190, -7.8160], "charge": 0, "orbital_gap_ev": [5.50, 2.16], "lumo_energy_ev": [-2.31, -5.66], "symbols": ["Co", "Cl", "O", "O", "O", "O", "B", "H", "H", "H", "H", "C", "N", "O", "O", "H", "H", "H", "C", "N", "O", "O", "H", "H", "H", "C", "N", "O", "O", "H", "H", "H", "C", "N", "O", "O", "H", "H", "H"], "positions_angstrom": [[23.21840, -10.24733, -1.94163], [18.16374, -9.09410, 0.90137], [18.20824, -9.92121, 2.03694], [19.52624, -8.95177, 0.39134], [17.49125, -9.62338, -0.25217], [17.77402, -7.76102, 1.26041], [25.34978, -7.42983, -2.15545], [24.69668, -7.56994, -1.30806], [25.62707, -8.42364, -2.47121], [24.77084, -6.89749, -2.89415], [26.21018, -6.81542, -1.93995], [18.75253, -15.22913, -0.51077], [20.16621, -15.12152, -0.89281], [20.48307, -13.99991, -1.23307], [20.88022, -16.10211, -0.74551], [18.46888, -16.28147, -0.52585], [18.14326, -14.59058, -1.15042], [18.59325, -14.91224, 0.51992], [28.23905, -12.17833, 1.54488], [27.18918, -12.90667, 0.81926], [27.13109, -14.07081, 0.77804], [26.27989, -12.27261, 0.23054], [29.02528, -12.92283, 1.67009], [28.00186, -11.65698, 2.47225], [28.68701, -11.45021, 0.86866], [18.91453, -6.97118, -5.67685], [19.87876, -8.02911, -5.99766], [19.82904, -8.56362, -7.09645], [20.54102, -8.43632, -5.01781], [19.41104, -6.01411, -5.83678], [18.71792, -7.05304, -4.60787], [17.98635, -6.93342, -6.24709], [25.94048, -13.31803, -7.69178], [26.12403, -12.80794, -6.36646], [25.08281, -12.39551, -5.79505], [27.29610, -12.78907, -5.86720], [26.78580, -13.91289, -8.03770], [25.88666, -12.44001, -8.33544], [24.99974, -13.86713, -7.73186]], "atomic_forces_ev_per_a": [[1.0, 1.0, -0.1], [-0.9, 1.2, 1.8], [-0.6, -0.6, -0.3], [1.6, 0.2, -1.2], [0.1, 0.1, 0.4], [-0.1, -0.8, -0.7], [-0.6, -0.1, -0.3], [-2.8, -0.3, 4.1], [1.4, -4.4, -1.8], [-2.3, 1.8, -3.2], [3.4, 2.0, 1.3], [-1.2, -0.9, 0.3], [-0.1, -0.1, 0.9], [0.9, -0.1, -0.4], [-0.3, 1.0, -0.5], [0.0, 0.2, -0.3], [0.2, -0.2, -0.1], [0.5, 0.2, 0.0], [2.0, -0.1, -0.6], [-3.9, 3.4, -1.5], [1.6, -3.9, 0.9], [1.6, 1.0, 1.0], [-0.2, 0.0, 0.5], [-0.8, -0.5, -0.2], [-0.5, 0.1, -0.1], [-0.1, 1.5, 0.7], [-0.3, -2.3, 1.0], [0.5, 0.8, 0.9], [-0.6, 0.8, -2.0], [0.2, 0.0, 0.0], [0.0, 0.0, -0.2], [0.4, -0.7, -0.3], [0.0, -0.4, -1.7], [1.1, 1.1, 3.8], [2.6, -0.9, -1.0], [-3.6, 0.0, -1.5], [-0.1, 0.0, 0.4], [-0.2, 0.0, 0.0], [0.2, 0.1, 0.0]]}

***

{"formula": "C5H13N2", "method": "the ωB97M-V functional and the def2-TZVPD basis", "smiles": "C[C@H](N)C/C=C/[NH3+]", "de_lowest_ev": 2.577, "mol_weight_g_mol": 101.17, "homo_energy_ev": -12.4209, "charge": 1, "orbital_gap_ev": 8.66, "lumo_energy_ev": -3.76, "symbols": ["C", "C", "C", "C", "C", "N", "N", "H", "H", "H", "H", "H", "H", "H", "H", "H", "H", "H", "H", "H"], "positions_angstrom": [[-1.62161, -1.36746, 0.36511], [-1.67498, 0.16163, 0.12069], [-0.32508, 0.71646, -0.34558], [0.91767, -0.12005, -0.10369], [1.97578, 0.47596, 0.42307], [3.32843, -0.15779, 0.45243], [-2.68630, 0.43086, -0.93733], [-1.34447, -1.83412, -0.57651], [-2.57763, -1.70862, 0.76128], [-0.98883, -1.60973, 1.22209], [-2.07437, 0.57534, 1.05014], [-0.17281, 1.71305, 0.07173], [-0.28190, 0.81378, -1.43770], [0.72877, -1.15573, -0.35137], [2.03186, 1.53799, 0.59590], [3.70904, -0.41868, 1.35989], [3.96536, 0.53066, 0.04029], [3.32028, -1.04694, -0.04369], [-2.89222, 1.41502, -0.86040], [-3.50583, -0.11064, -0.70180]], "atomic_forces_ev_per_a": [[-0.3, 1.0, 0.4], [-0.9, -1.5, -0.4], [0.7, 0.4, 0.2], [-1.2, 0.8, 0.9], [0.2, -0.5, -0.7], [-0.2, 0.0, 0.1], [1.1, -0.3, 0.5], [-0.1, -0.6, 0.2], [-0.3, -0.1, -0.6], [0.6, 0.0, -0.4], [0.8, 0.5, 0.2], [0.1, 0.1, -0.1], [-0.6, 0.1, 0.0], [0.9, -0.2, -0.1], [0.0, 0.0, 0.3], [-0.2, 0.4, 0.6], [0.2, -0.6, -0.2], [0.1, 0.1, -0.6], [-0.5, 0.2, -0.3], [-0.3, 0.2, -0.1]]}

***

{"formula": "C22H27NO2", "method": "the ωB97M-V functional and the def2-TZVPD basis", "smiles": "CCN(CC)C(=O)[C@@H](C(=O)c1ccccc1)C(C)(C)c1ccccc1", "de_lowest_ev": 2.904, "mol_weight_g_mol": 337.46, "homo_energy_ev": -8.9149, "charge": 0, "orbital_gap_ev": 8.97, "lumo_energy_ev": 0.06, "symbols": ["C", "C", "N", "C", "C", "C", "C", "C", "C", "C", "C", "C", "C", "C", "O", "O", "H", "H", "H", "H", "H", "H", "H", "H", "H", "H", "H", "H", "H", "H", "H", "H", "C", "C", "C", "C", "C", "C", "C", "C", "C", "H", "H", "H", "H", "H", "H", "H", "H", "H", "H", "H"], "positions_angstrom": [[-2.13344, -2.82838, 3.11005], [-1.98946, -1.76304, 2.01363], [-2.60256, -0.45384, 2.40748], [-4.03271, -0.30568, 2.02974], [-4.18805, 0.06862, 0.56235], [-1.87131, 0.74728, 2.35934], [-0.46649, 0.67866, 2.94681], [0.55596, 0.96201, 1.90455], [1.86403, 0.16288, 2.02004], [1.87072, -1.22488, 1.82075], [3.08918, -1.85339, 1.54983], [4.31179, -1.15596, 1.56389], [4.28443, 0.21881, 1.86888], [3.07665, 0.86614, 2.06417], [0.41212, 1.84997, 1.02248], [-2.44416, 1.79398, 1.98788], [-1.93826, -3.81222, 2.64999], [-1.43835, -2.66611, 3.95790], [-3.16986, -2.86303, 3.49260], [-0.92000, -1.57817, 1.71896], [-2.49760, -2.13790, 1.08070], [-4.52705, -1.27603, 2.19306], [-4.50208, 0.46715, 2.67080], [-5.21317, 0.39927, 0.38386], [-3.49049, 0.87067, 0.26351], [-3.98646, -0.82290, -0.04909], [-0.25483, -0.08038, 3.73274], [0.92331, -1.77842, 1.77030], [3.02535, -2.90535, 1.25241], [5.23337, -1.69988, 1.33803], [5.20536, 0.77215, 1.86272], [3.08788, 1.95593, 2.18199], [-0.36027, 3.20716, 3.92988], [-0.27397, 1.79599, 4.46671], [1.10522, 1.40414, 4.94476], [-1.41546, 1.47154, 5.35897], [-1.37047, 0.30186, 6.16056], [-2.47756, -0.09197, 6.92922], [-3.63905, 0.69061, 6.93460], [-3.70776, 1.86863, 6.16876], [-2.62620, 2.21699, 5.36814], [-1.15658, 3.20055, 3.17031], [-0.47398, 4.05168, 4.64906], [0.49824, 3.45779, 3.30414], [1.11074, 0.33662, 5.16606], [1.75610, 1.52172, 4.08425], [1.53372, 1.99692, 5.77629], [-0.54290, -0.39559, 6.03734], [-2.39720, -1.02374, 7.49575], [-4.43157, 0.44825, 7.62538], [-4.61201, 2.49159, 6.17721], [-2.73856, 3.08526, 4.69689]], "atomic_forces_ev_per_a": [[0.1, -0.1, -0.2], [0.0, 0.5, -0.2], [0.3, 0.3, -0.6], [0.4, 0.2, 0.1], [0.2, -0.1, -0.4], [-2.0, 0.6, 0.4], [-0.5, 1.2, 2.2], [0.8, 1.9, -1.0], [-0.3, 0.5, -0.8], [0.2, 0.7, -0.1], [0.0, -0.2, -0.1], [-1.0, 0.0, 0.3], [0.0, -1.1, -0.3], [-0.1, 0.2, -0.3], [0.5, -2.7, 2.5], [1.7, -1.8, 1.2], [0.1, 0.3, 0.3], [-0.4, 0.0, -0.5], [0.5, 0.2, -0.1], [-1.1, -0.3, 0.4], [0.4, 0.5, 0.8], [0.2, 0.3, 0.3], [0.4, -0.5, -0.2], [0.1, -0.1, -0.2], [-0.5, -0.4, 0.2], [-0.1, 0.3, -0.1], [-0.3, -0.7, -1.9], [0.7, 0.2, 0.0], [0.4, 0.3, 0.3], [-0.3, 0.4, 0.1], [0.2, 0.2, 0.1], [-0.2, -0.4, 0.0], [0.0, 0.7, -1.1], [-0.2, 0.8, -1.9], [0.2, -0.1, -0.2], [-1.3, -1.1, 0.8], [-0.9, 0.3, -0.7], [0.3, 0.4, -0.4], [0.7, 0.5, 0.2], [0.2, -0.7, 0.2], [0.5, 0.3, -0.5], [-0.1, 0.4, 0.5], [-0.1, -0.9, -0.2], [0.3, -0.2, 0.2], [0.3, 0.1, 0.4], [0.3, 0.1, 0.2], [-0.6, -0.3, -0.3], [0.0, 0.3, 0.4], [-0.2, 0.4, -0.1], [-0.3, -0.2, -0.1], [0.5, -0.3, 0.0], [0.2, -0.5, 0.5]]}